The following is a DFT calculation (ωB97M-V/def2-TZVPD) of a structure of composition C42H36N5O3RhS3 in a non-equilibrium geometry.

XYZ file:
```
90
Properties=species:S:1:pos:R:3:forces:R:3:lowdin_charge:R:1
Rh -2.244 -2.255 -0.116 -0.0683 -1.0013 0.3365 1.1573
N -0.304 -2.378 -0.194 0.2736 -0.6005 0.2432 -0.4007
S 1.006 -1.803 -0.354 0.3943 0.1378 -0.1203 0.7824
N 1.307 -0.321 0.294 0.1590 0.0310 -0.0419 -0.3475
S 1.098 1.015 -0.453 0.2526 -0.4226 0.1278 0.8825
N -0.202 1.263 -1.242 -0.2529 0.3808 -0.1503 -0.3501
S -1.682 0.900 -0.682 0.2058 0.0700 -0.2484 0.8376
N -2.152 -0.487 -0.904 -0.5802 -0.3740 0.9758 -0.3469
C -2.654 2.008 -1.621 0.0210 0.1147 -0.0793 -0.3402
C -4.009 1.704 -1.673 -0.0052 0.0784 -0.0561 -0.0383
C -4.848 2.597 -2.322 -0.0695 0.0483 -0.0141 -0.0326
C -4.330 3.754 -2.895 -0.0297 -0.0226 0.0015 -0.0347
C -2.967 4.029 -2.841 0.0121 0.0450 0.0115 -0.0458
C -2.110 3.153 -2.195 -0.0789 -0.0213 -0.0510 -0.0697
C -1.767 1.476 0.993 -0.1524 -0.0097 0.0561 -0.2994
C -2.117 2.795 1.261 -0.0081 -0.0637 0.0049 -0.0361
C -2.165 3.210 2.584 0.0203 0.0188 0.0180 -0.0340
C -1.888 2.313 3.608 0.0023 0.0111 0.0123 -0.0378
C -1.542 0.998 3.319 0.0183 -0.0361 0.0714 -0.0487
C -1.470 0.571 2.003 -0.0891 0.2749 0.0780 -0.0866
C 2.350 1.331 -1.647 0.0479 0.1126 0.0339 -0.3235
C 2.032 1.697 -2.943 -0.0266 -0.0560 -0.1089 -0.0487
C 3.076 1.935 -3.828 -0.0416 0.0141 -0.0478 -0.0396
C 4.391 1.819 -3.404 0.0469 0.0097 -0.0258 -0.0370
C 4.687 1.465 -2.091 0.0417 -0.0147 0.0380 -0.0394
C 3.661 1.219 -1.196 0.0376 0.0162 0.0242 -0.0591
C 1.357 2.212 0.804 0.1075 0.1187 -0.0159 -0.3268
C 1.222 3.540 0.415 -0.0097 0.0558 -0.0069 -0.0537
C 1.478 4.527 1.349 -0.0027 0.0678 -0.0279 -0.0393
C 1.865 4.177 2.639 0.0178 0.0382 0.0246 -0.0366
C 1.994 2.845 3.004 0.0118 -0.0205 0.0394 -0.0411
C 1.745 1.840 2.079 -0.0129 -0.0157 0.0916 -0.0551
C 1.526 -1.749 -2.049 0.2742 0.0244 -0.0055 -0.3163
C 0.515 -1.602 -2.990 0.0478 -0.0178 -0.0104 -0.0747
C 0.859 -1.584 -4.332 0.0065 0.0267 -0.1100 -0.0484
C 2.189 -1.717 -4.713 0.0142 0.0004 0.0015 -0.0473
C 3.190 -1.863 -3.758 -0.0112 0.0137 -0.0158 -0.0474
C 2.863 -1.882 -2.410 -0.0905 0.0706 -0.0478 -0.0519
C 2.236 -2.746 0.491 0.1420 0.1220 0.0706 -0.3279
C 2.019 -4.118 0.550 0.0963 0.0825 0.0472 -0.0556
C 2.956 -4.905 1.204 -0.0029 -0.0240 -0.0086 -0.0455
C 4.078 -4.321 1.783 -0.0278 -0.0803 0.0058 -0.0447
C 4.277 -2.949 1.715 0.0443 0.0396 -0.0107 -0.0497
C 3.353 -2.146 1.061 -0.0031 -0.0684 0.0204 -0.0740
H -4.388 0.791 -1.228 0.0165 0.0643 -0.0229 0.1177
H -5.909 2.389 -2.375 0.0654 0.0198 -0.0182 0.1234
H -4.995 4.450 -3.393 0.0306 -0.0532 0.0174 0.1212
H -2.574 4.930 -3.298 -0.0418 -0.0869 0.0192 0.1193
H -1.045 3.339 -2.148 -0.0993 0.0090 0.0079 0.0968
H -2.371 3.479 0.460 0.0443 -0.0294 0.0665 0.1195
H -2.432 4.236 2.814 -0.0073 -0.1047 -0.0212 0.1235
H -1.950 2.640 4.640 0.0154 -0.0173 -0.0682 0.1208
H -1.325 0.301 4.123 -0.0119 0.0735 -0.0743 0.1144
H -1.186 -0.434 1.757 0.1010 -0.2269 -0.0364 0.0661
H 0.996 1.779 -3.250 0.1023 -0.0229 -0.0041 0.1121
H 2.857 2.217 -4.851 0.0076 -0.0195 0.0639 0.1224
H 5.198 2.015 -4.100 -0.0465 -0.0153 0.0436 0.1220
H 5.717 1.388 -1.765 -0.0493 0.0095 -0.0189 0.1217
H 3.870 0.958 -0.163 0.0095 0.0249 -0.1070 0.1157
H 0.932 3.792 -0.601 0.0372 0.0021 0.1006 0.1193
H 1.387 5.569 1.071 0.0013 -0.0405 0.0187 0.1218
H 2.078 4.954 3.363 -0.0258 -0.0321 -0.0277 0.1215
H 2.299 2.584 4.010 -0.0097 0.0102 -0.0421 0.1204
H 1.844 0.792 2.334 -0.0082 0.1080 -0.0016 0.1108
H -0.516 -1.514 -2.669 0.0570 0.0007 -0.0449 0.0825
H 0.086 -1.480 -5.085 0.0456 -0.0069 0.0461 0.1187
H 2.448 -1.722 -5.766 -0.0132 0.0112 0.0586 0.1188
H 4.223 -1.978 -4.065 -0.0737 0.0039 0.0281 0.1206
H 3.634 -2.010 -1.659 -0.0463 -0.0101 -0.0465 0.1166
H 1.129 -4.545 0.100 0.0573 0.0046 0.0187 0.1128
H 2.809 -5.976 1.261 0.0201 0.0562 0.0029 0.1185
H 4.803 -4.943 2.296 -0.0484 0.0300 -0.0411 0.1195
H 5.152 -2.502 2.172 -0.0580 -0.0314 -0.0265 0.1178
H 3.485 -1.072 1.005 0.0059 -0.1259 0.0221 0.0899
O -5.812 -1.425 1.252 -0.6772 0.2275 0.2584 0.1358
C -4.732 -1.899 1.074 0.8725 -0.3543 -0.2481 -0.5782
O -4.203 -2.245 -0.070 -0.8934 0.3393 -0.2081 -0.1853
C -3.796 -2.216 2.238 -0.6108 0.3079 -0.1363 -0.1645
C -4.209 -2.194 3.547 -0.0958 -0.0472 0.4183 0.0430
C -3.302 -2.548 4.539 -0.4141 0.1097 0.1116 -0.0078
C -2.020 -2.913 4.180 0.2632 -0.0794 -0.1269 -0.0257
C -1.667 -2.890 2.842 0.5339 -0.1098 -0.0420 -0.0878
N -2.548 -2.537 1.907 0.2578 0.2680 -1.3336 -0.0097
H -5.232 -1.908 3.754 0.0400 -0.0112 0.0045 0.1402
H -3.596 -2.542 5.583 -0.0031 -0.0053 -0.0992 0.1289
H -1.292 -3.211 4.924 -0.0079 0.0062 -0.0884 0.1236
H -0.672 -3.146 2.497 -0.0615 0.0410 -0.0023 0.1183
O -2.370 -4.549 -0.480 0.1139 0.5044 0.5013 -0.0565
H -2.865 -4.726 -1.291 -0.0843 0.0452 0.0067 0.0893
H -2.823 -5.047 0.213 -0.0430 -0.0215 -0.0592 0.0832
```
Positions in Å, forces in eV/Å.

LUMO energy (spin up / spin down) ... -0.2372 / -0.2372 hartree
Net charge ... +2
Highest occupied orbital energy (spin up / spin down) ... -13.8 / -13.8 eV
Gap between HOMO and LUMO (spin up / spin down) ... 7.34 / 7.34 eV